# 1
The following is a quantum chemistry calculation of a 8-piece molecular cluster, C36H108N15O8P5S3 overall in a non-equilibrium geometry, from the Open Molecules 2025 dataset.

XYZ file:
```
175
C36H108N15O8P5S3 ωB97M-V/def2-TZVPD
O -16.59 -5.54 13.96
P -16.68 -6.71 14.88
N -18.00 -6.72 16.04
C -18.35 -7.92 16.80
C -18.89 -5.54 16.11
N -15.32 -6.94 15.86
C -14.09 -7.33 15.27
C -15.12 -6.21 17.09
N -16.96 -8.19 14.06
C -18.12 -8.31 13.14
C -16.54 -9.49 14.65
H -18.68 -7.59 17.78
H -17.46 -8.54 16.95
H -19.15 -8.51 16.34
H -19.77 -5.48 15.47
H -18.32 -4.64 15.87
H -19.30 -5.50 17.12
H -14.20 -8.32 14.82
H -13.72 -6.53 14.64
H -13.39 -7.55 16.08
H -16.00 -5.82 17.60
H -14.38 -6.73 17.70
H -14.71 -5.24 16.81
H -18.20 -7.39 12.56
H -18.07 -9.22 12.54
H -19.01 -8.25 13.77
H -17.50 -9.92 14.94
H -15.90 -9.34 15.52
H -15.99 -10.07 13.91
O -6.28 -6.13 13.56
P -7.42 -6.59 14.39
N -8.13 -5.48 15.47
C -8.56 -5.86 16.81
C -8.47 -4.15 15.09
N -7.05 -7.92 15.44
C -5.69 -7.99 16.11
C -8.06 -8.82 16.02
N -8.72 -7.24 13.47
C -10.07 -7.43 14.05
C -8.54 -7.90 12.18
H -8.42 -4.96 17.40
H -8.14 -6.70 17.36
H -9.61 -6.16 16.79
H -8.61 -4.16 14.01
H -7.61 -3.59 15.44
H -9.32 -3.78 15.67
H -5.55 -7.20 16.85
H -5.44 -9.00 16.45
H -4.95 -7.82 15.33
H -7.73 -9.38 16.91
H -8.98 -8.27 16.19
H -8.32 -9.51 15.22
H -10.91 -7.10 13.44
H -10.21 -8.51 14.16
H -10.15 -6.92 15.01
H -9.19 -7.49 11.41
H -8.71 -8.97 12.28
H -7.54 -7.69 11.82
O -16.79 -16.04 15.20
P -15.72 -15.95 16.22
N -16.40 -16.37 17.76
C -17.24 -15.33 18.38
C -16.92 -17.75 18.01
N -14.92 -14.39 16.40
C -14.03 -13.97 17.45
C -15.50 -13.17 15.80
N -14.41 -17.11 16.06
C -13.37 -17.37 17.03
C -14.50 -18.13 14.98
H -18.22 -15.40 17.90
H -16.94 -14.28 18.25
H -17.21 -15.44 19.46
H -17.85 -17.96 17.47
H -17.08 -17.85 19.09
H -16.21 -18.56 17.89
H -13.78 -12.91 17.41
H -14.53 -14.23 18.38
H -13.15 -14.62 17.48
H -16.38 -12.80 16.33
H -14.77 -12.39 15.60
H -15.93 -13.38 14.82
H -13.56 -18.30 17.56
H -12.46 -17.51 16.44
H -13.29 -16.53 17.72
H -14.09 -19.05 15.39
H -13.77 -17.93 14.19
H -15.51 -18.27 14.58
O -5.01 -6.43 21.23
P -5.75 -7.50 21.95
N -6.69 -6.91 23.29
C -6.97 -7.66 24.49
C -7.02 -5.46 23.34
N -4.75 -8.58 22.74
C -4.82 -10.10 22.71
C -3.58 -8.14 23.42
N -6.78 -8.49 21.01
C -6.70 -8.58 19.52
C -7.78 -9.36 21.61
H -8.01 -7.95 24.66
H -6.50 -7.26 25.39
H -6.48 -8.63 24.40
H -6.92 -4.90 22.42
H -6.34 -5.00 24.06
H -8.03 -5.41 23.75
H -5.35 -10.45 21.82
H -3.89 -10.66 22.60
H -5.30 -10.44 23.62
H -3.70 -7.26 24.04
H -3.37 -8.83 24.24
H -2.75 -8.15 22.72
H -6.60 -9.66 19.35
H -7.68 -8.31 19.13
H -5.84 -8.06 19.11
H -8.37 -8.80 22.35
H -7.31 -10.11 22.25
H -8.44 -9.84 20.89
O -13.85 -13.26 9.54
P -14.97 -13.64 10.43
N -16.34 -12.65 10.26
C -17.48 -12.55 11.16
C -16.77 -12.24 8.96
N -14.56 -13.48 12.10
C -13.84 -14.55 12.76
C -14.34 -12.08 12.61
N -15.58 -15.21 10.17
C -15.65 -15.80 8.85
C -16.64 -15.63 11.06
H -17.29 -13.12 12.07
H -18.29 -13.07 10.64
H -17.78 -11.51 11.26
H -15.91 -12.33 8.30
H -17.06 -11.20 9.10
H -17.66 -12.81 8.72
H -14.05 -14.45 13.82
H -14.18 -15.56 12.50
H -12.79 -14.42 12.48
H -14.90 -11.33 12.04
H -14.49 -11.91 13.67
H -13.32 -11.76 12.39
H -15.73 -16.88 8.95
H -16.52 -15.43 8.31
H -14.81 -15.45 8.24
H -17.69 -15.42 10.83
H -16.46 -15.35 12.10
H -16.58 -16.72 11.04
C -10.58 -15.47 15.19
S -9.21 -15.07 16.45
O -9.96 -14.41 17.61
C -8.98 -16.82 16.99
H -10.29 -16.19 14.43
H -10.81 -14.54 14.66
H -11.40 -15.83 15.82
H -9.91 -17.38 17.09
H -8.29 -16.97 17.82
H -8.50 -17.35 16.16
C -12.19 -9.64 21.90
S -11.90 -8.01 22.67
O -13.20 -7.52 23.26
C -10.85 -8.66 24.02
H -12.85 -9.58 21.04
H -12.48 -10.46 22.56
H -11.19 -9.87 21.52
H -11.50 -9.12 24.76
H -10.28 -7.91 24.56
H -10.06 -9.30 23.64
C -10.29 -10.57 18.43
S -11.72 -9.92 17.46
O -11.30 -8.57 16.87
C -11.56 -11.17 16.12
H -10.27 -9.96 19.33
H -9.34 -10.65 17.88
H -10.56 -11.57 18.79
H -10.85 -10.79 15.38
H -12.53 -11.27 15.63
H -11.13 -12.12 16.44
```

## Properties
- HOMO energy: -8.21 eV
- Multiplicity: 1
- ΔE to the lowest compared entry with this formula, charge and spin: 73.0 kcal/mol
- E_tot: -156764.78997 eV
- Net charge: 0

=====

# 2
The following is a quantum chemistry calculation of one molecule with the formula C4H5NS in a non-equilibrium geometry, from the Open Molecules 2025 dataset.

XYZ file:
```
11
C4H5NS ωB97M-V/def2-TZVPD
C 1.71 -1.71 0.11
C -1.57 -1.14 0.00
C -0.43 -0.34 0.06
C -0.35 1.10 0.19
N 0.71 -1.04 0.00
S -3.04 -0.32 -0.01
H 2.19 -2.14 -0.81
H -1.66 -2.17 0.06
H -1.01 1.65 -0.59
H 0.69 1.47 0.29
H -0.82 1.49 1.03
```

## Properties
- HOMO energy (alpha / beta): -8.12 / -8.12 eV
- Multiplicity: 1
- ΔE to the lowest compared entry with this formula, charge and spin: 72.9 kcal/mol
- E_tot: -16550.90344 eV
- Net charge: 0

=====

# 3
The following is a quantum chemistry calculation of a 15-piece molecular cluster, C44H80Cl28O2 overall in a non-equilibrium geometry, from the Open Molecules 2025 dataset.

XYZ file:
```
154
C44H80Cl28O2 ωB97M-V/def2-TZVPD
C 6.70 1.79 -7.20
C 5.66 0.63 -7.22
C 6.30 -0.77 -7.01
C 5.26 -1.90 -7.19
C 5.01 -2.72 -5.90
C 4.54 -1.74 -4.79
C 3.37 -2.29 -3.91
C 2.27 -1.21 -3.84
C 2.61 -0.02 -2.90
C 3.01 1.30 -3.60
C 2.13 1.73 -4.74
C 0.86 1.43 -4.90
C 0.10 1.88 -6.10
O -1.07 1.80 -6.17
C 0.90 2.41 -7.26
C 2.16 2.75 -7.14
C 2.80 2.59 -5.80
O 3.84 3.11 -5.55
H 6.48 2.48 -6.39
H 6.70 2.30 -8.17
H 7.68 1.34 -6.98
H 5.04 0.65 -8.12
H 4.99 0.81 -6.37
H 6.74 -0.76 -6.01
H 7.12 -0.82 -7.74
H 4.31 -1.41 -7.46
H 5.54 -2.54 -8.04
H 4.25 -3.48 -6.12
H 5.96 -3.17 -5.58
H 4.16 -0.84 -5.30
H 5.34 -1.42 -4.12
H 3.69 -2.62 -2.92
H 2.94 -3.14 -4.46
H 1.36 -1.69 -3.44
H 2.02 -0.93 -4.87
H 3.49 -0.34 -2.33
H 1.83 0.14 -2.15
H 4.07 1.30 -3.89
H 2.93 2.10 -2.84
H 0.33 0.84 -4.16
H 0.44 2.52 -8.25
H 2.78 3.11 -7.95
Cl 1.78 1.83 1.03
C 0.42 2.54 0.12
C -0.91 1.97 0.56
Cl -1.09 0.26 0.08
H 0.60 2.38 -0.94
H 0.44 3.61 0.31
H -1.72 2.52 0.08
H -1.04 2.04 1.63
Cl 8.82 4.37 -6.11
C 8.70 5.76 -7.21
C 7.33 5.88 -7.85
Cl 7.00 4.56 -9.01
H 9.48 5.66 -7.97
H 8.90 6.65 -6.62
H 7.27 6.81 -8.41
H 6.54 5.87 -7.10
Cl -0.99 -2.75 5.71
C -0.70 -1.68 4.31
C -0.69 -2.44 3.01
Cl 0.73 -3.52 2.86
H 0.24 -1.16 4.48
H -1.50 -0.95 4.30
H -0.64 -1.74 2.17
H -1.59 -3.04 2.89
Cl -4.20 -4.54 4.17
C -2.99 -5.77 4.65
C -2.23 -6.30 3.46
Cl -3.27 -7.29 2.40
H -3.51 -6.56 5.19
H -2.30 -5.28 5.34
H -1.42 -6.95 3.81
H -1.81 -5.50 2.86
Cl 1.84 4.93 4.91
C 2.10 5.21 3.17
C 0.91 5.84 2.51
Cl -0.49 4.74 2.43
H 2.36 4.25 2.72
H 2.96 5.87 3.08
H 1.16 6.12 1.48
H 0.60 6.74 3.04
Cl 3.48 8.35 3.18
C 3.33 9.84 2.21
C 1.96 9.99 1.59
Cl 1.66 8.77 0.32
H 4.11 9.82 1.44
H 3.53 10.67 2.88
H 1.88 10.97 1.12
H 1.17 9.89 2.33
Cl -3.89 9.25 3.52
C -2.66 9.40 2.23
C -1.39 8.66 2.57
Cl -0.50 9.42 3.92
H -2.47 10.46 2.07
H -3.10 8.99 1.33
H -0.73 8.67 1.71
H -1.59 7.63 2.84
Cl -3.91 -3.45 1.06
C -3.58 -2.36 -0.31
C -3.53 -3.09 -1.63
Cl -2.11 -4.16 -1.74
H -2.65 -1.84 -0.11
H -4.38 -1.62 -0.33
H -3.45 -2.38 -2.45
H -4.42 -3.70 -1.79
Cl -3.82 -7.19 7.43
C -5.28 -6.17 7.30
C -5.59 -5.47 8.60
Cl -6.13 -6.61 9.87
H -6.10 -6.80 6.98
H -5.08 -5.44 6.52
H -6.40 -4.76 8.45
H -4.73 -4.92 8.98
Cl -0.30 -7.62 6.40
C -0.31 -8.77 7.77
C 0.37 -10.07 7.42
Cl -0.55 -11.01 6.23
H -1.35 -8.93 8.07
H 0.21 -8.29 8.59
H 0.46 -10.69 8.32
H 1.37 -9.90 7.02
Cl -3.50 8.45 -1.36
C -3.93 6.73 -1.31
C -3.19 5.99 -0.22
Cl -1.45 5.85 -0.57
H -3.73 6.30 -2.29
H -5.00 6.67 -1.13
H -3.58 4.97 -0.14
H -3.31 6.47 0.74
Cl -5.85 -8.53 5.05
C -6.15 -10.29 5.11
C -5.33 -10.94 6.19
Cl -3.59 -10.92 5.79
H -5.94 -10.70 4.13
H -7.21 -10.42 5.32
H -5.62 -11.98 6.30
H -5.46 -10.44 7.15
Cl -6.05 -2.99 11.39
C -5.86 -3.99 12.85
C -6.93 -3.71 13.88
Cl -6.75 -2.09 14.60
H -4.87 -3.82 13.25
H -5.93 -5.03 12.53
H -6.86 -4.42 14.70
H -7.93 -3.77 13.45
Cl 0.10 2.54 -11.26
C -1.13 1.38 -10.70
C -2.19 1.12 -11.74
Cl -3.23 2.54 -12.00
H -1.56 1.76 -9.77
H -0.60 0.45 -10.47
H -2.84 0.31 -11.41
H -1.75 0.84 -12.69
```

## Properties
- HOMO energy: -9.92 eV
- Multiplicity: 1
- E_tot: -401651.07305 eV
- Net charge: 0